# 1
3 unconnected molecules or ions with the total composition C10H8BClF2O11 in a non-equilibrium geometry, computed with ωB97M-V/def2-TZVPD.

Atoms and positions in Å:
H (-0.781484, -2.344005, -0.492763)
F (0.872709, -3.443502, -0.687057)
O (-2.232979, -3.372347, -3.865783)
O (-1.653437, -0.336176, 0.627103)
O (4.007837, 0.288710, 0.249272)
C (3.401746, 1.338905, 2.187840)
H (0.796656, 3.512656, -0.493052)
C (-3.983927, 1.973473, 1.387143)
Cl (-3.270612, 4.417978, 0.264083)
C (-1.725841, -3.573346, -2.816518)
C (-0.428495, -3.237335, -1.009908)
H (4.381864, -0.616593, 2.080416)
O (-0.752577, 2.358597, -2.079394)
O (-4.950884, 2.332104, 1.971086)
C (-1.277222, -4.470667, -0.790437)
F (3.927309, 2.108018, 3.172296)
O (-2.244040, -4.355699, -1.838566)
H (5.421111, 0.774582, 1.682083)
B (-0.757021, 2.385192, -0.721260)
C (-2.028673, 1.995304, 0.143335)
H (-0.689081, -5.378494, -0.932266)
H (2.483101, 0.878442, 2.555302)
O (3.096556, 2.151441, 1.070970)
C (4.411654, 0.365995, 1.618548)
C (-3.028566, 2.776305, 0.558421)
H (-1.415589, 1.779589, -2.471266)
O (-0.539455, -3.039912, -2.408252)
H (-1.766707, -4.495936, 0.178740)
C (3.302687, 1.405380, -0.052732)
O (-3.519486, 0.680622, 1.378301)
C (-2.311887, 0.653124, 0.695573)
O (0.338240, 2.801134, -0.026881)
O (2.916493, 1.686460, -1.134378)

Cartesian forces (eV/Å) of the 6 atoms listed first:
0.10 0.00 0.06
0.00 -0.05 -0.08
0.02 -0.01 -0.04
-0.07 -0.13 -0.07
-0.01 0.02 0.12
0.05 0.16 -0.03

HOMO-LUMO gap in eV: 9.68
HOMO in eV: -11.0248
Energy in a.u.: -1898.43438
SMILES string: O=C1OC(=O)C(B(O)O)=C1Cl.O=C1OC[C@@H](F)O1.O=C1OC[C@@H](F)O1

---

# 2
A molecular structure, C20H24BrNOP2Y in a non-equilibrium geometry, computed with ωB97M-V/def2-TZVPD.

Atoms and positions in Å:
H (2.182708, -3.209869, 1.472800)
H (-3.300264, 1.967724, 2.997661)
Y (0.196270, 0.304315, 1.710578)
H (-3.019135, 3.018208, 1.593819)
C (3.458429, -2.054965, -1.990046)
C (-2.299386, 1.334530, -0.592902)
H (3.275194, 2.021051, -2.131710)
O (2.974193, 1.464450, 1.076703)
H (1.314206, -3.570037, 2.988280)
C (3.356033, 1.827100, -0.018363)
C (1.245853, -1.903840, -0.990826)
H (4.226785, 2.348681, -0.433623)
C (1.347649, 2.328652, -1.260111)
H (-2.293217, 0.446383, -1.246079)
C (-0.007860, -2.554854, -0.432559)
H (2.196558, -3.751090, -1.524985)
H (4.271354, -2.670907, -2.373073)
H (-0.086870, 5.401894, -1.407098)
C (2.691740, 1.616102, -1.297191)
H (-3.205342, 1.924102, -0.792779)
H (-2.504740, -3.010757, 1.357489)
H (-0.032261, -3.623645, -0.690259)
N (0.451828, 0.320073, -0.298536)
P (-0.133101, -2.467196, 1.429633)
H (-2.120325, 4.050763, -0.936984)
C (2.295131, -2.662779, -1.508021)
C (-1.145069, 3.563603, -1.015614)
H (-4.489336, 1.975221, 1.653131)
H (-3.819508, -1.243958, 1.738089)
C (1.396851, -0.492104, -0.972408)
P (-2.495607, 0.672844, 1.147651)
C (0.233502, 1.603964, -0.855536)
C (1.242969, 3.708831, -1.425582)
H (-3.660478, -1.114129, -0.038682)
C (-3.423675, 2.049555, 1.910389)
C (-3.823762, -0.549169, 0.888214)
Br (0.031106, 2.748705, 2.580696)
H (2.145185, 4.281364, -1.653570)
C (3.581050, -0.665765, -1.981147)
H (1.046330, -4.597029, 1.541826)
C (-0.001988, 4.321693, -1.289293)
C (-1.599174, -3.499218, 1.739868)
C (1.236812, -3.573345, 1.892904)
H (-1.698071, -3.627899, 2.825788)
H (-4.794959, -0.036572, 0.847945)
H (4.481491, -0.166108, -2.344157)
H (-1.478442, -4.484232, 1.267046)
C (2.533040, 0.113758, -1.492610)
H (-0.912944, -2.070468, -0.835679)
C (-1.066754, 2.186366, -0.831089)

Cartesian forces (eV/Å) of the 6 atoms listed first:
-0.21 -0.07 0.08
-0.20 0.23 -0.19
1.06 0.97 1.75
0.01 -0.29 0.09
0.00 -0.02 -0.05
0.10 -0.13 0.27

HOMO-LUMO gap in eV: 7.27
Charge: +1
HOMO in eV: -10.6346
Energy in a.u.: -4201.46722

---

# 3
2 unconnected molecules or ions with the total composition C37H39N2OS in a non-equilibrium geometry, computed with ωB97M-V/def2-TZVPD.

Atoms and positions in Å:
C (-4.989284, -3.166669, 5.864403)
H (-5.149200, -5.844295, 1.935897)
C (-2.109477, -6.842782, 1.898086)
C (-3.490053, -4.383813, 4.452751)
H (-1.205655, -6.555522, 2.440231)
H (0.522063, -2.216040, 3.883478)
C (-0.491235, -7.599264, 0.117934)
H (-3.736922, -3.966759, 1.017798)
H (0.801170, -8.166112, -1.484944)
H (5.200894, -0.375779, 3.284328)
H (4.069102, -2.022973, 3.087483)
C (0.951471, -3.691624, -0.626186)
C (-1.179621, -7.782798, -2.170189)
C (-1.495369, -3.364823, -0.421259)
H (-5.006764, -1.016594, 3.220594)
N (-3.063710, -5.710220, 1.955964)
C (2.123040, -2.818672, -2.519562)
C (2.121440, -3.514526, -1.322833)
C (-2.752102, -7.141917, -0.491355)
H (-1.156968, -2.059412, -2.717661)
H (-3.425156, -1.236506, 1.344989)
C (-3.859789, 0.492592, 4.211010)
H (3.044481, -3.913436, -0.935430)
C (-2.876034, -4.581771, 1.206847)
H (-1.416952, 3.485928, 1.697167)
H (0.969606, -4.218338, 0.310281)
H (-0.948101, -8.005732, -3.200351)
C (2.480773, -0.578324, 3.209566)
C (-1.738408, 1.042212, 3.205483)
H (0.942254, -1.762871, -3.953335)
C (0.092468, -1.339282, 3.404314)
H (3.042949, -2.680441, -3.065374)
C (-4.339545, -5.924230, 2.665128)
C (-0.236048, -2.454560, -2.323031)
C (-0.198498, -7.877358, -1.204123)
C (-0.533941, 3.818969, 2.244993)
H (-4.569479, 0.615334, 5.011550)
H (-7.064154, -3.494705, 5.505052)
C (-2.700487, 1.231320, 4.206117)
C (-3.702768, -3.496482, 5.489213)
C (-0.263642, -3.164320, -1.107523)
O (-0.464089, 3.147639, 3.474766)
H (5.123406, 1.184806, 2.468033)
H (5.060079, 1.102292, 4.229750)
H (-3.738331, -6.815616, -0.208991)
H (-0.607522, 4.889073, 2.442154)
H (-6.678701, -5.073879, 3.654973)
H (2.560658, -2.510533, 2.323790)
C (-2.458703, -7.411165, -1.812863)
H (-0.722968, -0.997487, 4.038606)
C (-1.671568, -4.278066, 0.601292)
H (-2.520942, -7.707534, 2.423375)
C (-2.042941, 0.168115, 2.150090)
H (-0.825220, -4.871093, 0.896197)
N (1.089489, -0.270069, 3.227003)
C (-6.058215, -3.733933, 5.203559)
S (2.277471, 1.996165, 3.264802)
H (-2.487730, -4.647224, 4.159997)
H (0.366970, 3.619296, 1.662124)
C (-4.112089, -0.416453, 3.196639)
H (-4.386947, -6.943141, 3.056190)
C (-5.846781, -4.620398, 4.167530)
C (3.259582, 0.528965, 3.258964)
H (-5.161293, -2.486392, 6.684277)
C (2.983010, -1.975199, 3.175747)
H (-2.497945, 1.950582, 4.981555)
H (-1.352238, 0.091989, 1.327376)
C (0.941185, -2.294871, -3.016771)
C (-3.212043, -0.555731, 2.153008)
H (0.281300, -7.645691, 0.867747)
C (-1.775630, -7.225641, 0.487765)
H (-2.357061, -2.832973, -0.784420)
H (2.705096, -2.503999, 4.088327)
C (0.777464, 1.093098, 3.250551)
C (-4.558580, -4.949287, 3.776213)
H (-3.223616, -7.320897, -2.566636)
H (-0.306856, -1.648037, 2.439298)
H (-2.868628, -3.066570, 6.017257)
C (4.736170, 0.608470, 3.311018)
C (-0.446764, 1.731097, 3.298456)

Cartesian forces (eV/Å) of the 6 atoms listed first:
0.02 0.10 0.21
-0.07 0.01 -0.01
0.45 0.41 0.34
0.07 -0.07 -0.11
0.10 -0.08 0.02
0.31 0.12 0.03

HOMO-LUMO gap in eV: 3.50
Charge: +1
HOMO in eV: -8.3088
Energy in a.u.: -2015.95604

---

# 4
A molecular structure, C44H41As2BrHoN6O6S in a non-equilibrium geometry, computed with ωB97M-V/def2-TZVPD.

Atoms and positions in Å:
C (7.409924, -22.971352, 9.111990)
C (5.637221, -21.526489, 1.873193)
H (10.622323, -19.202465, -1.104847)
C (7.581184, -18.693957, 9.118716)
H (12.384815, -20.059000, 9.750969)
H (11.399689, -27.454224, 8.493259)
H (2.732779, -20.549988, 1.750819)
C (7.113689, -21.673192, 9.550186)
C (9.524632, -20.031308, 0.575341)
H (8.596792, -18.548738, 9.379485)
H (10.148045, -19.590752, 8.398659)
C (8.408166, -13.835086, 5.133272)
C (9.386292, -14.717232, 5.560310)
C (10.390013, -19.669804, 1.560180)
H (3.321737, -22.386463, 4.245068)
S (10.108812, -17.439138, 6.102205)
C (9.064300, -24.755094, 7.283021)
H (4.668668, -20.765141, 7.575157)
H (13.750568, -23.638195, 10.818995)
H (2.283180, -22.162662, 1.780076)
H (12.027205, -25.125731, 12.081298)
H (10.309639, -14.292318, 5.861720)
C (12.990610, -21.496369, 8.290028)
H (8.732278, -25.762016, 7.620166)
As (7.702142, -23.360306, 7.261897)
C (7.267440, -23.802277, 11.331117)
Ho (8.487245, -20.929654, 5.558698)
O (11.147049, -17.716068, 5.095088)
C (6.910213, -15.734177, 4.695567)
C (8.047667, -20.788640, 2.285042)
O (8.776319, -19.809908, -1.694398)
N (14.778362, -24.308140, 8.314056)
H (8.629618, -12.812876, 5.207385)
C (7.836162, -18.154263, 5.436833)
H (11.606843, -23.934980, 3.813989)
H (4.600407, -19.982963, 9.238326)
H (7.615980, -20.951407, 0.127205)
C (13.285392, -24.405820, 10.278997)
H (9.549501, -24.669578, 6.318563)
O (9.909869, -22.296403, 4.789600)
H (7.568745, -25.091791, 9.752994)
C (12.696326, -22.298394, 7.188110)
N (10.525306, -21.130175, 7.123027)
C (7.415125, -24.014993, 10.014795)
H (7.395135, -17.844914, 8.416864)
C (13.106592, -23.927058, 5.397278)
H (5.988132, -16.167726, 4.336211)
Br (10.368420, -27.128081, 11.371867)
C (13.547218, -24.825731, 8.977077)
C (11.367638, -22.065146, 6.654483)
C (11.081437, -22.639195, 5.393748)
C (13.463214, -23.333101, 6.572798)
C (7.876257, -16.583903, 5.266649)
H (5.949394, -25.175640, 7.569804)
N (8.884907, -20.345546, 3.238441)
H (5.433620, -22.183124, 5.540518)
C (6.744862, -21.365177, 2.686959)
O (3.478072, -21.509039, 0.164211)
H (6.778559, -20.472329, 11.352289)
H (13.912149, -21.699910, 8.740333)
O (6.874387, -18.936698, 5.109484)
C (12.835520, -25.895997, 8.331817)
H (7.058822, -18.532289, 10.103414)
H (5.661866, -21.125876, 0.810675)
H (6.563273, -13.740697, 4.094898)
H (7.372094, -24.532528, 12.044102)
H (2.912669, -22.232191, -0.240070)
C (6.919558, -21.466042, 10.887510)
H (6.110757, -24.785581, 5.830247)
C (5.026224, -19.981903, 8.268670)
C (8.307458, -20.575808, 0.926754)
C (5.461274, -21.977453, 4.474616)
H (13.758333, -24.694884, 4.984098)
H (11.261355, -19.068998, 1.240843)
O (10.517791, -17.379458, 7.485481)
C (11.884223, -23.518946, 4.772898)
C (9.098733, -16.066426, 5.650732)
C (3.141656, -21.505409, 1.513300)
H (10.732597, -19.543026, 3.751189)
N (8.988788, -18.599084, 5.983225)
C (7.083196, -22.506192, 11.765235)
C (7.230642, -14.347652, 4.655325)
C (12.238457, -25.141087, 10.978960)
C (11.809018, -26.554763, 8.961151)
C (9.876370, -19.954371, -0.889296)
C (10.029313, -19.836978, 2.881003)
N (6.636970, -21.595623, 3.985875)
C (6.054445, -24.415998, 6.873063)
H (10.434642, -20.881716, -1.123719)
H (13.170592, -26.156442, 7.369715)
C (11.559661, -26.138978, 10.291605)
H (4.844867, -19.084002, 7.788745)
C (12.091376, -20.586277, 8.815727)
H (8.623720, -18.907676, -1.869004)
H (7.052105, -22.234469, 12.844937)
H (9.784491, -24.616618, 8.009776)
As (6.986781, -20.251304, 8.174978)
N (14.670952, -23.687820, 7.243993)
H (5.214764, -23.750605, 6.968329)
C (4.374032, -21.753343, 2.423473)
C (4.299986, -22.033938, 3.769685)
C (10.865283, -20.365336, 8.133731)

Cartesian forces (eV/Å) of the 6 atoms listed first:
-0.43 0.30 -0.14
-0.48 1.82 -1.85
0.24 0.60 0.27
-1.32 1.66 0.70
-0.49 -0.17 -1.03
-0.28 0.49 0.40

HOMO-LUMO gap (spin up / spin down) in eV: 7.09 / 7.10
Charge: +1
HOMO (spin up / spin down) in eV: -9.7160 / -9.7202
Spin multiplicity: 5
Energy in a.u.: -10872.94147